{"formula": "C46H42F4LiN7Si2Te", "method": "ωB97M-V with the def2-TZVPD basis set", "homo_ev": -1.50, "orbital_gap_ha": 0.13096, "charge": -2, "e_above_lowest_kj_mol": 300.7, "largest_force_ev_per_a": 0.7, "symbols": ["Li", "C", "C", "N", "C", "C", "C", "C", "C", "C", "C", "N", "C", "C", "C", "C", "C", "C", "C", "C", "N", "C", "H", "H", "H", "H", "H", "H", "H", "H", "H", "H", "H", "H", "F", "C", "C", "F", "C", "C", "C", "F", "C", "C", "C", "N", "C", "N", "F", "C", "C", "N", "C", "N", "C", "C", "C", "C", "C", "C", "Te", "C", "C", "C", "H", "H", "H", "H", "H", "H", "H", "H", "H", "H", "H", "C", "Si", "C", "C", "C", "Si", "C", "C", "C", "H", "H", "H", "H", "H", "H", "H", "H", "H", "H", "H", "H", "H", "H", "H", "H", "H", "H", "H"], "xyz": [[1.70692, 0.80648, -0.79352], [-2.03353, 1.35749, -2.96357], [-1.05702, 1.46909, -1.95804], [0.20596, 1.17912, -2.15836], [0.61913, 0.79338, -3.39570], [-0.28174, 0.68898, -4.47512], [-1.64107, 0.96220, -4.21073], [0.19793, 0.35423, -5.76809], [1.54186, 0.18075, -5.94022], [2.46229, 0.27620, -4.88028], [2.04968, 0.54213, -3.57254], [2.76149, 0.67876, -2.44244], [4.08759, 0.54522, -2.23405], [5.07114, -0.05268, -3.01912], [6.41566, -0.10824, -2.60019], [6.83755, 0.42497, -1.41655], [5.88198, 1.04079, -0.56589], [6.21710, 1.61133, 0.68223], [5.25138, 2.19498, 1.45014], [3.92471, 2.20067, 0.97590], [3.58040, 1.66727, -0.16879], [4.52981, 1.09608, -0.95576], [-3.06563, 1.59349, -2.74017], [-1.31313, 1.83108, -0.96772], [-2.36059, 0.86795, -5.01720], [-0.49851, 0.26459, -6.59274], [1.92411, -0.04228, -6.93104], [3.50977, 0.16433, -5.10435], [4.80771, -0.53219, -3.94723], [7.13540, -0.59466, -3.25035], [7.87675, 0.38243, -1.11279], [7.25019, 1.58068, 1.01283], [5.48282, 2.64898, 2.40466], [3.12632, 2.68684, 1.53072], [-0.81449, -3.98808, 3.94198], [-0.87096, -4.20298, 2.61795], [-1.65065, -5.21035, 2.16900], [-2.31607, -5.89185, 3.08421], [-1.77546, -5.63260, 0.78135], [-1.01945, -4.87754, -0.05819], [-0.35398, -3.62510, 0.29849], [0.78553, -3.42458, -0.44709], [-0.09537, -3.39111, 1.74519], [0.82315, -2.46575, 2.17294], [1.42091, -1.54930, 1.25928], [1.82401, -0.77613, 0.51185], [1.20927, -2.29292, 3.54077], [1.58586, -2.16265, 4.61975], [-1.02026, -5.11542, -1.38050], [-2.61762, -6.73970, 0.41696], [-2.60094, -7.30337, -0.88070], [-2.60161, -7.80939, -1.92107], [-3.59143, -7.28979, 1.28000], [-4.41725, -7.75759, 1.94348], [-6.35988, -4.77083, 2.98090], [-5.35377, -4.00070, 2.17502], [-4.54653, -3.03949, 2.75800], [-3.55778, -2.36523, 2.04120], [-2.76699, -1.32646, 2.79426], [-3.37426, -2.68775, 0.68779], [-1.72147, -1.93359, -0.38038], [-4.22028, -3.62356, 0.06020], [-4.10811, -3.99498, -1.39443], [-5.18992, -4.26099, 0.81921], [-6.56073, -4.28100, 3.93411], [-5.97969, -5.77570, 3.17880], [-7.30056, -4.87522, 2.43806], [-4.67372, -2.80364, 3.80997], [-2.26858, -1.77162, 3.65708], [-3.44269, -0.55745, 3.17390], [-2.02227, -0.82641, 2.18171], [-3.92636, -3.12724, -2.02654], [-5.02763, -4.47982, -1.72214], [-3.28900, -4.69609, -1.56234], [-5.81836, -5.00672, 0.34434], [3.12181, 5.93031, 0.57080], [1.54060, 5.30944, -0.30391], [0.45340, 6.87146, -0.34514], [2.07767, 4.95295, -2.08203], [0.74602, 3.88424, 0.41570], [-0.23847, 3.70233, 1.88311], [0.62429, 4.09950, 3.54092], [-1.79466, 4.79830, 1.98184], [-0.86021, 1.91189, 2.07993], [3.55688, 6.81653, 0.09548], [3.87726, 5.13869, 0.57226], [2.90275, 6.17505, 1.61514], [0.96419, 7.71766, -0.81621], [0.17354, 7.17365, 0.66906], [-0.47018, 6.67033, -0.89389], [2.65604, 5.76817, -2.52757], [1.20221, 4.76622, -2.71005], [2.68760, 4.04446, -2.10552], [1.00675, 2.96052, -0.10241], [1.00627, 5.12557, 3.52233], [1.48343, 3.43712, 3.68382], [-0.03568, 3.99835, 4.40933], [-1.51616, 5.85266, 2.07329], [-2.42852, 4.54553, 2.83858], [-2.38399, 4.69374, 1.06722], [-1.07199, 1.66283, 3.12381], [-0.10284, 1.20814, 1.71736], [-1.77704, 1.73460, 1.50845]], "forces_ev_per_angstrom": [[0.363, 0.545, -0.114], [0.004, 0.017, 0.004], [0.005, 0.048, 0.021], [-0.042, -0.289, -0.004], [0.027, 0.026, 0.040], [-0.014, 0.017, -0.038], [-0.006, -0.014, -0.015], [-0.016, -0.003, 0.020], [0.026, 0.009, -0.011], [-0.009, 0.003, 0.009], [0.012, 0.031, -0.015], [-0.122, -0.179, 0.070], [0.020, 0.068, -0.020], [0.005, -0.006, 0.026], [-0.009, 0.003, -0.035], [-0.002, 0.016, 0.016], [0.024, -0.002, -0.014], [0.020, 0.002, -0.002], [-0.007, 0.011, -0.014], [0.015, 0.092, -0.015], [0.024, -0.144, 0.006], [-0.030, -0.005, 0.004], [-0.001, 0.006, -0.001], [-0.011, -0.024, 0.027], [0.003, 0.006, -0.002], [-0.005, 0.003, 0.003], [0.007, -0.003, 0.005], [0.000, -0.018, -0.017], [0.004, -0.011, -0.006], [-0.005, -0.005, -0.003], [0.000, -0.003, 0.006], [0.002, -0.002, -0.002], [-0.004, 0.008, -0.001], [-0.022, -0.040, 0.013], [0.000, 0.044, 0.003], [-0.026, 0.012, -0.022], [0.027, -0.033, -0.002], [-0.026, -0.015, 0.035], [0.059, 0.067, -0.043], [-0.029, -0.093, 0.064], [-0.077, 0.077, -0.062], [-0.030, -0.067, -0.035], [-0.062, -0.025, 0.010], [0.108, 0.033, 0.080], [-0.077, -0.016, -0.089], [-0.122, -0.002, 0.090], [-0.042, -0.093, -0.032], [-0.006, 0.058, -0.003], [0.035, 0.011, -0.014], [-0.035, -0.050, 0.003], [0.101, -0.013, 0.024], [-0.044, 0.008, -0.012], [-0.031, 0.046, 0.008], [-0.020, 0.003, 0.005], [0.018, -0.011, 0.016], [0.023, 0.000, -0.005], [0.002, 0.032, -0.005], [-0.062, -0.004, -0.006], [-0.003, 0.022, -0.043], [0.029, -0.035, 0.050], [0.132, 0.072, -0.007], [0.010, 0.012, -0.004], [-0.019, -0.016, 0.002], [-0.042, -0.031, -0.004], [0.002, 0.001, 0.002], [-0.010, -0.022, -0.030], [0.005, -0.013, 0.003], [0.001, -0.002, 0.004], [0.036, -0.019, 0.013], [-0.003, 0.000, 0.018], [0.035, -0.002, 0.005], [-0.005, 0.009, 0.006], [0.014, -0.027, 0.001], [-0.049, 0.036, -0.024], [0.004, -0.005, 0.008], [0.017, -0.027, 0.000], [0.032, 0.033, -0.015], [-0.034, -0.015, 0.012], [-0.020, -0.030, -0.015], [-0.072, -0.031, 0.029], [-0.042, -0.057, 0.094], [0.043, 0.002, -0.026], [-0.002, 0.019, -0.026], [0.019, -0.017, -0.048], [-0.004, 0.006, -0.010], [0.022, 0.016, 0.003], [0.002, 0.001, 0.005], [0.016, -0.003, -0.003], [-0.005, 0.001, 0.005], [-0.006, 0.016, -0.003], [0.007, 0.009, 0.011], [0.001, 0.006, -0.011], [0.012, -0.002, -0.003], [-0.025, -0.032, 0.013], [0.008, 0.004, 0.005], [0.003, -0.002, 0.023], [-0.018, -0.004, -0.007], [-0.007, 0.009, -0.019], [0.014, -0.009, 0.017], [-0.019, -0.003, 0.008], [-0.013, 0.008, 0.025], [-0.015, -0.013, 0.023], [0.010, 0.006, -0.035]], "mulliken_charge": [0.395, -0.802, -0.681, 0.427, 0.329, 1.024, -0.779, -0.919, -0.900, -1.091, 0.493, 0.774, 0.331, -1.078, -0.869, -0.885, 0.927, -0.722, -1.009, -0.573, 0.808, 0.274, 0.481, 0.348, 0.376, 0.361, 0.355, 0.289, 0.311, 0.347, 0.350, 0.355, 0.437, 0.552, -0.471, 0.179, 0.328, -0.416, 0.749, -0.375, 0.183, -0.402, 1.338, 0.885, -0.259, -0.347, -0.400, -0.635, -0.482, 0.230, 0.153, -0.770, 0.004, -0.771, -1.588, 1.091, -1.150, 1.077, -1.440, -0.066, 0.396, 1.018, -1.760, -0.705, 0.380, 0.288, 0.375, 0.337, 0.273, 0.596, -0.193, 0.342, 0.470, 0.176, 0.300, -1.089, -0.090, -1.098, -0.824, 1.094, -0.139, -1.251, -1.185, -0.887, 0.351, 0.244, 0.279, 0.293, 0.246, 0.271, 0.316, 0.239, 0.030, -0.332, 0.276, 0.274, 0.366, 0.267, 0.337, 0.272, 0.535, -0.057, 0.291]}